[1]
# C26H82N2O14

A 14-piece molecular cluster, C26H82N2O14 overall in a non-equilibrium geometry (ωB97M-V with the def2-TZVPD basis set, the Open Molecules 2025 dataset).

Geometry (Å):
C (-2.31187, 2.18830, 0.96003)
C (-2.79379, 2.90648, -0.31341)
C (-1.69003, 3.52768, -1.13165)
O (-3.43886, 1.98401, -1.07563)
H (-1.65363, 2.80032, 1.57666)
H (-1.58583, 1.42077, 0.69197)
H (-3.16061, 1.77713, 1.50656)
H (-3.50564, 3.67811, -0.02020)
H (-2.01114, 3.96548, -2.07680)
H (-1.04599, 2.70992, -1.45506)
H (-1.17011, 4.32487, -0.60035)
H (-4.03475, 2.51693, -1.60715)
C (2.14909, 3.31160, 2.48079)
C (3.02403, 4.56308, 2.43664)
C (4.17039, 4.60268, 3.48725)
O (3.68437, 4.61984, 1.23269)
H (1.36793, 3.42895, 1.72972)
H (1.64135, 3.15033, 3.43174)
H (2.62950, 2.35753, 2.26386)
H (2.40490, 5.45404, 2.54131)
H (4.87049, 3.78818, 3.30138)
H (3.83777, 4.45296, 4.51440)
H (4.78771, 5.49988, 3.44186)
H (4.42309, 5.21848, 1.36516)
C (5.50500, 2.60522, -1.41644)
C (4.88139, 1.28111, -1.08849)
C (4.72882, 1.06721, 0.42313)
O (3.66097, 1.19078, -1.78286)
H (4.88189, 3.45698, -1.14378)
H (5.58002, 2.76506, -2.49205)
H (6.46933, 2.67723, -0.91345)
H (5.50550, 0.50755, -1.53592)
H (5.68930, 0.92467, 0.91836)
H (4.08833, 0.24105, 0.73189)
H (4.25021, 1.92001, 0.90455)
H (3.14736, 1.94461, -1.48362)
C (-0.41612, -1.96468, -2.72053)
C (-1.10620, -0.61302, -2.81245)
C (-1.95702, -0.35878, -4.06387)
O (-1.13019, -0.03294, -5.12288)
C (-1.92579, 0.19703, -6.29512)
N (-1.98219, -0.63164, -1.67860)
H (0.32746, -2.04459, -3.51350)
H (-1.12339, -2.78707, -2.82796)
H (0.13419, -2.17317, -1.80304)
H (-0.38375, 0.19030, -2.66810)
H (-2.66145, 0.46893, -3.98161)
H (-2.52827, -1.25972, -4.28768)
H (-2.30278, -0.77528, -6.61232)
H (-1.33823, 0.71707, -7.05170)
H (-2.83872, 0.71849, -6.00745)
H (-1.37051, -0.48645, -0.88812)
H (-2.53273, 0.21468, -1.70607)
C (-2.21508, -1.61318, 1.71702)
C (-1.01719, -2.46272, 1.32318)
C (0.22299, -1.61326, 1.13831)
O (0.06238, -0.54968, 0.13361)
C (1.26866, 0.20274, -0.13590)
N (-0.80989, -3.57536, 2.22723)
H (-1.96154, -1.16382, 2.67717)
H (-3.14052, -2.18572, 1.77911)
H (-2.35069, -0.80958, 0.99321)
H (-1.23195, -2.82798, 0.31891)
H (1.11218, -2.14120, 0.79374)
H (0.39411, -1.10206, 2.08567)
H (2.00243, -0.48417, -0.55761)
H (1.60410, 0.68901, 0.78014)
H (1.00078, 0.99950, -0.82981)
H (-0.24590, -3.15174, 2.95012)
H (-0.20525, -4.26653, 1.80675)
C (-5.74360, -0.60205, 2.21434)
O (-7.09749, -0.45989, 2.24962)
H (-5.23961, 0.10796, 2.87008)
H (-5.39711, -1.57511, 2.56248)
H (-5.34544, -0.58306, 1.19984)
H (-7.42776, -1.27224, 1.85900)
C (1.27897, -5.71502, 0.15763)
O (0.90165, -5.68382, 1.54038)
H (2.02446, -6.48940, -0.02313)
H (0.36049, -5.93206, -0.38770)
H (1.71551, -4.73701, -0.04486)
H (0.63582, -6.54543, 1.86987)
C (3.46504, -2.12255, -2.47929)
O (3.66683, -1.12185, -3.43270)
H (2.43321, -2.47155, -2.43916)
H (4.03150, -3.01826, -2.73407)
H (3.73932, -1.73996, -1.49618)
H (3.71256, -0.32857, -2.89400)
C (-0.02217, -2.86163, 5.16707)
O (1.13700, -2.74448, 4.44365)
H (-0.45419, -3.84735, 4.99436)
H (0.35384, -2.85856, 6.19015)
H (-0.70529, -2.01241, 5.15114)
H (1.61644, -3.56743, 4.56401)
C (-4.39827, -4.63961, 1.59887)
O (-3.39461, -5.22886, 2.44295)
H (-4.81892, -3.80851, 2.16491)
H (-3.88596, -4.23223, 0.72727)
H (-5.14624, -5.33704, 1.22171)
H (-2.61934, -4.66333, 2.47009)
C (-4.76819, -2.17988, -1.43770)
O (-3.64798, -2.66371, -2.18287)
H (-5.15898, -1.21896, -1.77239)
H (-5.49034, -2.99500, -1.39107)
H (-4.37424, -2.02620, -0.43307)
H (-2.95133, -2.00322, -2.17827)
C (1.80482, 1.64804, -4.43393)
O (0.58721, 1.87498, -5.15627)
H (1.49917, 1.24187, -3.46973)
H (2.46455, 0.93666, -4.93071)
H (2.24261, 2.63127, -4.26157)
H (0.15294, 1.02821, -5.28266)
C (1.65199, 4.36152, -1.51870)
O (2.13480, 3.35548, -0.64107)
H (1.04719, 5.04744, -0.92556)
H (2.53542, 4.85676, -1.92166)
H (1.03359, 3.91573, -2.29778)
H (2.59637, 3.85723, 0.03479)
C (-0.45364, 0.98280, 4.41234)
O (0.44201, 1.73439, 5.16615)
H (-1.45641, 1.40993, 4.40194)
H (-0.20032, 0.94411, 3.35289)
H (-0.62017, 0.00649, 4.86749)
H (1.22192, 1.19291, 5.30807)

Output
Highest occupied orbital energy in eV: -8.947
HOMO-LUMO gap in eV: 9.2


[2]
# C5H13NO

A 3-piece molecular cluster, C5H13NO overall in a non-equilibrium geometry (ωB97M-V with the def2-TZVPD basis set, the Open Molecules 2025 dataset).

Geometry (Å):
C (-0.22278, -0.78125, 0.46583)
C (-0.52884, -0.49907, -1.83793)
C (1.35402, -0.74603, 2.43375)
C (1.15229, 1.14520, 0.16724)
C (-1.48016, 0.63250, -2.04134)
N (0.94662, -0.29599, 0.19306)
O (-1.24606, -0.06008, 0.99490)
H (-1.96592, -0.65368, 1.24178)
H (-0.33569, -1.85996, 0.49769)
H (0.43379, -0.42679, -2.32988)
H (-0.93951, -1.50394, -1.88562)
H (1.32760, 1.44814, -0.86639)
H (0.96055, -1.70360, 2.75863)
H (2.42320, -0.73435, 2.26580)
H (0.93715, 0.12013, 2.93434)
H (2.06555, 1.36067, 0.72323)
H (0.33795, 1.73547, 0.59125)
H (-1.87094, 0.66309, -3.07139)
H (-1.00378, 1.59956, -1.85803)
H (-2.34506, 0.55998, -1.37693)

Output
Highest occupied orbital energy (alpha / beta) in eV: -7.064 / -7.099
HOMO-LUMO gap (alpha / beta) in eV: 7.6 / 7.7


[3]
# C4H10N2

An isolated ion of composition C4H10N2 and charge +1 in a non-equilibrium geometry (ωB97M-V with the def2-TZVPD basis set, the Open Molecules 2025 dataset).

Geometry (Å):
C (1.73244, -1.44713, 0.47632)
C (0.47645, -1.23839, -0.42748)
C (0.28161, 0.21875, -0.77680)
N (-0.61035, 0.74766, 0.28982)
C (-1.70964, 1.51002, 0.01955)
N (-2.30265, 2.07707, 1.00228)
H (1.89786, -0.64121, 1.18210)
H (2.58200, -1.67543, -0.16955)
H (1.64699, -2.38797, 1.02170)
H (0.59349, -1.92600, -1.26264)
H (-0.33187, -1.64689, 0.19007)
H (-0.25028, 0.39771, -1.70919)
H (1.21379, 0.78100, -0.72081)
H (-0.13009, 1.04542, 1.14639)
H (-2.02733, 1.45757, -1.02163)
H (-3.06243, 2.72781, 0.75988)

Output
Multiplicity: 2
Highest occupied orbital energy (alpha / beta) in eV: -15.902 / -15.891
HOMO-LUMO gap (alpha / beta) in eV: 11.9 / 7.5
Total charge: +1


[4]
# C5H6O

One molecule with the formula C5H6O (ωB97M-V with the def2-TZVPD basis set, the Open Molecules 2025 dataset).

Geometry (Å):
C (-2.49899, -0.99877, 0.49957)
C (-1.37877, -0.35649, 0.64552)
C (-0.20697, 0.23181, 0.64297)
C (0.59843, 0.16126, -0.61734)
C (2.02689, 0.63677, -0.51249)
O (0.13684, -0.27378, -1.65124)
H (-2.55387, -2.06551, 0.69751)
H (-3.38939, -0.49309, 0.13834)
H (0.19994, 0.73076, 1.52062)
H (2.51377, 0.53028, -1.48293)
H (2.55995, 0.04341, 0.23947)
H (2.05796, 1.68301, -0.18861)

Output
Highest occupied orbital energy in eV: -9.686
SMILES string: C=C=CC(C)=O
HOMO-LUMO gap in eV: 10.4


We obtain energy relative to the best compared isomer or geometry (same formula, charge and spin) values of 362.38; 600.36; 186.28; 134.04 kJ/mol for the records listed above, in that order.